Entry from the OMol25 dataset: C12H16Cl3CoGeN4O6S as an isolated structure (ωB97M-V/def2-TZVPD).

Computed properties:
HOMO energy (spin up / spin down), eV: -10.02 / -12.27
2S+1: 6
Frontier orbital gap (spin up / spin down), Ha: 0.2599 / 0.2103
⟨S²⟩: 8.7800
E_LUMO (spin up / spin down), eV: -2.95 / -6.55
Charge: +1
Relative energy (zero: lowest compared OMol25 entry of this formula, charge and spin), kcal/mol: 0.0
Total energy, eV: -173492.354
Strongest force on any atom, eV/Å: 0.52

Atoms and positions in Å:
Co: 0.95736 -1.49909 -1.29873
N: 2.16678 -2.83500 -0.14110
C: 3.23237 -2.14851 0.62102
C: 2.68841 -1.07845 1.55941
C: 2.12941 0.16367 0.88948
O: 2.16209 1.23990 1.53292
O: 1.63148 0.09351 -0.27418
H: 1.52733 -3.31905 0.48868
H: 2.58083 -3.55167 -0.73016
H: 3.91596 -1.69933 -0.10079
H: 3.79899 -2.86734 1.21595
H: 3.47423 -0.75106 2.23907
H: 1.88879 -1.49056 2.18681
N: -0.24056 -0.02172 -2.42336
N: 0.55800 0.68210 -3.34511
C: 1.75006 0.16620 -3.70026
N: 2.54763 0.94180 -4.42467
S: 2.19755 -1.42701 -3.31566
H: -1.03837 -0.42578 -2.90860
H: -0.58205 0.67207 -1.75298
H: 0.44180 1.69222 -3.31218
H: 2.30848 1.89144 -4.66007
H: 3.43739 0.58083 -4.72371
O: -1.32632 -3.34277 1.27520
C: -1.31958 -2.37263 0.53960
O: -0.69837 -2.24011 -0.56890
C: -2.18529 -1.21673 0.99681
C: -3.53983 -1.50198 1.37457
C: -4.38650 -0.54490 1.87626
C: -3.82990 0.71936 2.03073
O: -4.39142 1.82069 2.49890
C: -3.39961 2.85878 2.48394
O: -2.21846 2.26902 1.94745
C: -2.47768 0.99988 1.67691
C: -1.64070 0.04500 1.13584
H: -3.88489 -2.52068 1.26175
H: -5.40865 -0.75336 2.15348
H: -3.21250 3.19311 3.50370
H: -3.73023 3.67192 1.83906
H: -0.62170 0.27251 0.86636
Cl: -0.52094 3.10454 -1.24385
Ge: 1.21727 2.81790 0.30222
Cl: 1.11322 4.67333 1.43946
Cl: 2.92809 3.03796 -1.01128